Entry 1:
Here is a structure of composition C40H40FeNO2Si in a non-equilibrium geometry from the OMol25 dataset. Energies are from ωB97M-V with the def2-TZVPD basis set.

Output
* Kohn-Sham gap (spin up / spin down): 6.23 / 6.76 eV
* HOMO energy (spin up / spin down): -3.6 / -4.1 eV
* spin multiplicity: 5
* net charge: -1

Structure (XYZ):
```
85
Properties=species:S:1:pos:R:3:forces:R:3
C -1.089723 1.895581 0.787190 0.0589 1.5162 -0.3981
C 0.194919 2.483547 0.840214 -0.4937 0.4310 -0.0708
C 0.686264 2.596296 -0.479907 0.3155 0.1530 0.2731
H 0.713438 2.777703 1.735118 0.0913 -0.0090 0.0928
C -0.311379 2.107327 -1.348535 -0.0934 -0.3138 -0.3264
C -1.401670 1.680759 -0.570519 -0.2850 0.8468 -0.1557
H -0.226417 2.014795 -2.415924 -0.0806 0.1130 -0.2407
C 0.779349 -1.367470 1.620370 1.0036 -0.2970 0.6356
C 1.105554 -0.147700 2.236055 0.2216 -0.5043 0.2755
C 2.232436 0.385555 1.573933 0.3125 -0.0705 0.0757
H 0.571846 0.316184 3.048337 -0.1014 0.0470 0.0475
C 2.614575 -0.488692 0.534056 0.0500 0.1409 0.1249
C 1.704513 -1.577719 0.576959 -0.1742 -0.2393 -0.1687
H 1.637906 3.003230 -0.776359 0.1610 0.0932 0.0091
H -2.285437 1.195877 -0.946818 0.0083 0.0034 -0.0191
H -1.720362 1.667811 1.629911 0.1824 -0.0812 0.0007
H 1.686684 -2.412297 -0.099517 0.0864 -0.2556 -0.0993
H 2.705147 1.322882 1.805801 0.0679 0.1281 0.0437
H -0.048497 -2.009654 1.870437 0.2942 0.0280 -0.0028
Fe 0.457842 0.311756 0.005720 -0.5089 0.1809 0.8395
C 3.799523 -0.353233 -0.398865 -0.1730 -0.3513 0.1346
C 4.504570 -1.712405 -0.468114 0.2191 0.0351 -0.0541
C 4.769365 0.706143 0.114883 -0.0537 0.0159 -0.0848
H 4.812037 -2.026511 0.528446 -0.0682 0.0130 0.1290
H 5.380600 -1.652563 -1.105435 0.0734 -0.0561 -0.0521
H 3.839893 -2.477937 -0.865730 -0.0445 -0.0381 -0.0360
H 5.158624 0.435365 1.094919 -0.0389 -0.0516 0.0921
H 4.281088 1.676606 0.200234 -0.0555 0.0961 -0.0030
H 5.608395 0.802646 -0.565169 0.2174 0.0334 -0.1846
C 3.246629 0.055730 -1.770368 0.2531 0.2320 -0.1659
C 4.208471 0.141092 -2.935808 0.3085 -0.1578 0.2895
H 2.760897 1.030430 -1.669689 0.0011 -0.0269 0.1467
H 2.442834 -0.622564 -2.054062 -0.0848 -0.1946 -0.0614
O 5.317333 -0.381505 -2.975588 -0.3754 0.3214 -0.1962
N 3.744185 0.856384 -4.002350 0.1340 0.0459 -0.2379
C 2.556963 1.678004 -4.057300 -0.0187 -0.1247 -0.0197
H 4.422677 0.958529 -4.740569 0.0134 -0.0079 -0.0288
C 2.696987 3.076032 -3.498267 0.0129 0.2255 0.0260
C 1.619086 3.952563 -3.610409 0.1157 0.0411 -0.0084
H 0.702903 3.614453 -4.078745 -0.0338 -0.0012 -0.0199
C 1.702752 5.243911 -3.117466 0.0162 -0.0351 0.0015
H 0.856644 5.911356 -3.212651 -0.0303 -0.0049 0.0223
C 2.865474 5.678267 -2.492152 -0.0147 -0.0704 -0.0245
H 2.929867 6.684783 -2.101480 -0.0020 0.0244 0.0194
C 3.937569 4.809404 -2.367180 -0.0428 0.0287 -0.0253
H 4.846729 5.136641 -1.880306 0.0223 -0.0061 0.0279
C 3.854372 3.516606 -2.870319 -0.0293 -0.0368 -0.0589
H 4.700348 2.849570 -2.777147 0.0419 -0.0534 0.0358
H 1.739683 1.175619 -3.542049 -0.0572 -0.0762 0.0575
H 2.250210 1.741592 -5.101566 -0.0121 0.0299 -0.0687
O -1.211203 -0.608232 0.292953 -2.8494 -2.4159 0.4174
Si -2.470197 -1.346915 1.041038 2.3825 1.3220 -1.2140
C -2.433203 -3.151750 0.579341 -0.3781 -0.3502 0.1304
C -3.392325 -4.020428 1.127181 0.5320 -0.5949 -0.5603
C -3.378772 -5.379493 0.806749 0.1858 0.2602 -0.0848
C -2.408290 -5.880163 -0.063513 0.0961 0.4578 0.0149
C -1.451824 -5.020451 -0.614604 -0.4172 0.0638 0.3485
C -1.462866 -3.658886 -0.294525 -0.4041 -0.6221 0.1560
C -2.311631 -1.279507 2.937032 -0.2907 -0.1458 0.1976
C -2.509312 -0.091713 3.667623 0.2178 -0.9478 0.7545
C -2.366608 -0.068623 5.058338 0.0689 -0.3137 -0.2959
C -2.025661 -1.229982 5.747922 -0.0361 -0.0642 -0.3070
C -1.833958 -2.419440 5.047110 -0.1130 0.3908 -0.2788
C -1.978896 -2.446694 3.656275 -0.0183 0.7687 0.5963
C -4.133947 -0.637992 0.509896 -0.3216 -0.1185 0.0931
C -4.492646 0.689827 0.805454 -0.8807 -0.4686 -0.4741
C -5.736779 1.199366 0.424088 0.1934 -0.3899 -0.0495
C -6.643575 0.391578 -0.259594 0.2847 -0.1986 0.0548
C -6.304348 -0.926409 -0.566120 0.3140 0.2838 0.2185
C -5.059493 -1.439237 -0.186033 -0.3844 0.8774 0.0862
H -4.148558 -3.645840 1.807369 -0.0017 0.0659 0.0254
H -4.119321 -6.042980 1.235908 -0.0087 -0.0496 -0.0068
H -2.398126 -6.933951 -0.310321 0.0138 -0.0342 -0.0144
H -0.701151 -5.411505 -1.287871 0.0470 -0.0316 -0.0383
H -0.715812 -3.007136 -0.727235 -0.0445 0.2039 0.0969
H -2.788023 0.825329 3.195733 -0.1022 0.3356 -0.3805
H -2.520853 0.854600 5.602780 -0.0023 0.0347 -0.0088
H -1.911895 -1.208869 6.824221 0.0053 0.0005 0.0305
H -1.569019 -3.322090 5.581344 0.0228 -0.0569 0.0097
H -1.806941 -3.385720 3.154031 -0.0162 -0.0454 -0.2043
H -3.831647 1.347206 1.332347 0.3759 0.1554 0.1309
H -5.997749 2.222867 0.662850 0.0152 0.0212 -0.0032
H -7.607608 0.787319 -0.552075 -0.0362 0.0048 -0.0151
H -7.007637 -1.553241 -1.097944 -0.0332 -0.0428 -0.0397
H -4.833825 -2.461625 -0.443966 0.1726 -0.1163 0.0254
```
Positions in Å, forces in eV/Å.

Here are the Mulliken charges for atoms 1 to 5, given in e: 0.37, -1.61, -0.48, 0.50, -0.11

Entry 2:
Here is a cluster of 3 separate species, C4H14NO3 in total in a non-equilibrium geometry from the OMol25 dataset. Energies are from ωB97M-V with the def2-TZVPD basis set.

Output
* Kohn-Sham gap: 7.62 eV
* HOMO energy: -3.7 eV
* spin multiplicity: 1
* net charge: -1

Structure (XYZ):
```
22
Properties=species:S:1:pos:R:3:forces:R:3
C 1.132380 1.948077 -0.368607 0.1410 -0.6029 0.0488
C 0.132062 1.241631 -1.275025 0.6260 -0.7152 -0.2017
N -0.226498 -0.116643 -0.817028 -0.2875 0.8700 0.2645
C -1.491736 -0.109955 -0.057471 0.2001 -1.9224 -0.3956
C -1.320304 0.317831 1.413080 -0.1748 0.1514 1.0315
O -0.057234 0.122276 1.883370 0.3592 0.3105 -0.2332
H 1.535424 2.844850 -0.834539 -0.0341 0.2060 0.0948
H 0.681782 2.109841 0.592063 -0.3220 0.5432 0.4777
H 1.961608 1.280037 -0.090410 -0.0543 0.0786 -0.4957
H 0.575127 1.093145 -2.259418 0.0801 0.3619 -0.2995
H -0.785833 1.811822 -1.401187 -0.0293 0.2154 -0.0225
H 0.446298 -0.339399 -0.073968 -0.0642 0.0669 0.0547
H -2.279367 0.366337 -0.638984 -0.0186 0.4757 0.0845
H -1.774465 -1.175964 -0.066403 -0.1397 0.1381 0.2367
H -2.036125 -0.258737 2.039064 -0.3127 -0.1066 -0.3711
H -1.687113 1.359900 1.556745 0.2370 0.2304 -0.2405
H 0.503686 -1.288970 2.213393 -0.2555 -0.4160 -0.1605
H 0.916046 -2.265238 1.153551 0.0852 -0.2397 -0.0149
O 0.815123 -2.271846 2.109421 0.0321 0.4558 0.0831
H 0.644575 -1.528884 -1.933521 -0.1181 -0.2847 0.6362
H 1.124168 -2.798913 -1.153150 -0.2148 0.1800 0.1846
O 1.190404 -2.341190 -1.990986 0.2648 0.0034 -0.7619
```
Positions in Å, forces in eV/Å.

Here are the natural (NBO) charges for atoms 1 to 5, given in e: -0.64, -0.21, -0.69, -0.25, -0.06

Entry 3:
Here is a cluster of 2 separate species, C3H11NO2 in total in a non-equilibrium geometry from the OMol25 dataset. Energies are from ωB97M-V with the def2-TZVPD basis set.

Output
* Kohn-Sham gap: 10.12 eV
* HOMO energy: -9.3 eV
* spin multiplicity: 1
* SMILES: NCCCO.O

Structure (XYZ):
```
17
Properties=species:S:1:pos:R:3:forces:R:3
N -1.531388 -1.298811 -0.241168 0.2730 1.1722 -2.2177
C -0.129113 -0.930859 -0.293096 1.0739 -2.8550 1.0715
C 0.307196 -0.800613 1.167333 2.5273 -3.6745 -0.8186
C 1.788961 -0.400753 1.286492 -1.6277 2.3098 0.6905
O 2.069557 0.048025 2.626416 -0.2950 0.2257 0.2010
H -1.667243 -2.089605 0.324492 -0.2734 -1.2993 0.5857
H -1.768006 -1.492460 -1.216609 -0.6518 -0.2793 0.6030
H 0.595770 -1.747647 -0.823180 -1.5128 1.5746 1.0645
H -0.060230 -0.063750 -0.882852 0.3702 1.4026 -0.4779
H 0.058556 -1.818483 1.722075 0.6950 1.9331 -1.0417
H -0.114922 -0.063548 1.700720 -2.4663 2.6273 1.5543
H 1.894524 0.491352 0.585251 0.3839 -1.1652 0.7126
H 2.394899 -1.194747 1.075681 1.8791 -1.8864 -1.0804
H 2.848863 -0.326728 3.066224 -0.3767 -0.0883 -0.8422
O -2.244418 2.970222 -3.705972 -3.2680 3.5842 0.7308
H -1.638546 2.322365 -3.856382 2.7810 -2.3283 -1.2107
H -2.227324 3.722305 -4.335165 0.4883 -1.2532 0.4753
```
Positions in Å, forces in eV/Å.

Here are the natural (NBO) charges for atoms 1 to 5, given in e: -0.82, -0.20, -0.40, -0.04, -0.75

Respective ΔE to the lowest compared entry with this formula, charge and spin values: 84.5; 89.9; 151.9 kJ/mol.